# C6H16N

A molecular structure, C6H16N (wB97M-V/def2-TZVPD, the Open Molecules 2025 dataset).

Structure (XYZ):
```
23
Properties=species:S:1:pos:R:3:nbo_charge:R:1
C -1.34791 1.68103 -1.66854 -0.61
C -0.88024 1.31639 -0.26790 -0.25
C -0.93656 -0.06652 0.04668 0.08
C 0.64921 0.97369 -0.08104 -0.48
C 1.17219 0.80714 1.40123 -0.38
C 1.69394 -0.60338 1.69008 -0.63
N -0.47504 -3.14554 -0.88378 -1.11
H -0.95489 2.58666 -2.05435 0.24
H -2.43668 1.69473 -1.68624 0.25
H -1.03327 0.92194 -2.39167 0.22
H -1.25462 2.02717 0.46144 0.27
H -0.78917 -0.81362 -0.72278 0.27
H -1.23875 -0.29041 1.06609 0.25
H 1.06154 0.21099 -0.74366 0.28
H 1.17727 1.86348 -0.44785 0.35
H 0.34618 1.09199 2.03249 0.21
H 1.99978 1.49622 1.54078 0.24
H 1.19703 -1.38440 1.11459 0.21
H 2.76144 -0.67221 1.49293 0.23
H 1.50910 -0.88859 2.70877 0.24
H -1.13001 -3.08769 -1.65582 0.37
H 0.40903 -3.47396 -1.25603 0.38
H -0.81449 -3.89820 -0.29476 0.38
```

Properties
total charge	+1
multiplicity	1
energy above the lowest of the compared OMol25 structures with the same formula, charge and spin	274.26	kJ/mol
DFT total energy	-7962.58971	eV